Entry 1:
Here is a structure of composition C16H39CrN3O7 from OMol25. Energies are from ωB97M-V/def2-TZVPD.

Structure (ORCA input):
```
! wB97M-V def2-TZVPD RIJCOSX def2/J DEFGRID3
* xyz 1 4
Cr -10.106 18.330 11.309
C -14.186 18.274 10.381
C -12.673 18.257 10.793
O -12.047 19.287 10.999
O -12.019 17.232 10.984
H -14.789 18.912 11.027
H -14.649 17.306 10.570
H -14.441 18.497 9.345
C -7.074 20.805 12.324
C -8.188 19.959 11.828
O -9.361 20.379 11.681
O -8.036 18.729 11.621
H -7.449 21.689 12.840
H -6.370 21.048 11.528
H -6.458 20.285 13.058
C -10.405 18.701 6.851
C -10.526 17.885 8.143
C -10.019 16.470 7.879
O -10.507 15.512 8.827
C -10.882 14.291 8.244
N -9.840 18.676 9.143
H -9.400 18.619 6.437
H -10.813 19.711 6.811
H -10.990 18.184 6.091
H -11.582 17.799 8.402
H -8.942 16.337 7.980
H -10.083 16.180 6.830
H -9.966 13.803 7.910
H -11.541 14.562 7.419
H -11.461 13.702 8.954
H -10.112 19.615 8.890
H -8.863 18.728 8.890
C -9.385 13.934 11.287
C -9.434 15.263 12.070
C -8.178 15.334 12.981
O -8.130 16.602 13.718
C -6.985 16.645 14.558
N -9.380 16.352 11.130
H -10.374 13.699 10.893
H -9.219 13.110 11.980
H -8.691 13.933 10.446
H -10.399 15.346 12.569
H -7.326 15.217 12.310
H -8.186 14.540 13.728
H -7.050 15.812 15.259
H -6.874 17.603 15.065
H -6.154 16.473 13.874
H -8.436 16.234 10.789
H -9.734 15.857 10.324
C -12.300 19.265 14.559
C -10.718 19.180 14.301
C -10.016 19.029 15.594
O -8.586 19.149 15.480
C -8.122 20.432 15.646
N -10.522 18.014 13.362
H -12.765 18.632 15.316
H -12.894 19.108 13.658
H -12.453 20.329 14.739
H -10.425 20.127 13.847
H -10.301 18.125 16.132
H -10.470 19.767 16.257
H -8.500 21.061 14.840
H -7.040 20.562 15.628
H -8.550 20.929 16.516
H -9.683 17.632 13.774
H -11.215 17.331 13.634
*
```

Values from the calculation:
- E_HOMO (spin up / spin down) (eV) = -11.8 / -12.5
- LUMO (spin up / spin down) (eV) = -3.04 / -2.08
- E_tot (eV) = -64444.2036
- energy above the lowest of the compared OMol25 structures with the same formula, charge and spin (kcal/mol) = 24.8
- ⟨S²⟩ = 3.779

Partial charges, natural (NBO), in e: number 1, Cr, carries 1.470; number 2, C, carries -0.727; number 3, C, carries 0.801; number 4, O, carries -0.710; number 5, O, carries -0.716; number 6, H, carries 0.244; number 7, H, carries 0.232; number 8, H, carries 0.243; number 9, C, carries -0.726; number 10, C, carries 0.792; number 11, O, carries -0.695; number 12, O, carries -0.688; number 13, H, carries 0.244; number 14, H, carries 0.254; number 15, H, carries 0.244; number 16, C, carries -0.639; number 17, C, carries -0.084; number 18, C, carries -0.088; number 19, O, carries -0.568; number 20, C, carries -0.242; number 21, N, carries -0.789; number 22, H, carries 0.215; number 23, H, carries 0.236; number 24, H, carries 0.229; number 25, H, carries 0.226; number 26, H, carries 0.181; number 27, H, carries 0.216; number 28, H, carries 0.177; number 29, H, carries 0.185; number 30, H, carries 0.205; number 31, H, carries 0.410; number 32, H, carries 0.390; number 33, C, carries -0.638; number 34, C, carries -0.062; number 35, C, carries -0.063; number 36, O, carries -0.578; number 37, C, carries -0.241; number 38, N, carries -0.817; number 39, H, carries 0.229; number 40, H, carries 0.237; number 41, H, carries 0.211; number 42, H, carries 0.210; number 43, H, carries 0.173; number 44, H, carries 0.195; number 45, H, carries 0.172; number 46, H, carries 0.222; number 47, H, carries 0.169; number 48, H, carries 0.375; number 49, H, carries 0.440; number 50, C, carries -0.640; number 51, C, carries -0.075; number 52, C, carries -0.098; number 53, O, carries -0.548; number 54, C, carries -0.247; number 55, N, carries -0.822; number 56, H, carries 0.219; number 57, H, carries 0.228; number 58, H, carries 0.230; number 59, H, carries 0.234; number 60, H, carries 0.199; number 61, H, carries 0.201; number 62, H, carries 0.154; number 63, H, carries 0.201; number 64, H, carries 0.175; number 65, H, carries 0.437; number 66, H, carries 0.395

=====

Entry 2:
Here is a cluster of 9 separate species, C16H39FNO32P2S8 in total from OMol25. Energies are from ωB97M-V/def2-TZVPD.

Structure (ORCA input):
```
! wB97M-V def2-TZVPD RIJCOSX def2/J DEFGRID3
* xyz -1 1
N 0.620 5.859 -1.787
P -0.249 4.636 -1.222
P -2.518 5.088 -1.279
F -2.392 5.809 0.292
H 1.308 6.165 -1.116
H 0.209 4.298 0.075
H -0.049 3.453 -1.981
H -2.174 6.349 -1.884
H -2.560 4.452 -2.600
H -2.774 3.804 -0.677
H -3.945 5.345 -1.333
C -2.512 2.462 3.066
C -1.322 3.327 2.708
O -0.421 2.399 2.063
S -1.255 1.349 1.223
O -1.349 1.765 -0.119
O -0.788 0.043 1.558
O -2.660 1.603 1.919
H -2.345 1.838 3.940
H -3.422 3.042 3.196
H -0.825 3.748 3.579
H -1.589 4.116 2.000
C -0.534 1.346 8.596
C -1.914 1.718 9.102
O -2.431 2.580 8.078
S -1.895 2.107 6.650
O -2.870 1.279 6.042
O -1.348 3.233 5.987
O -0.723 1.173 7.185
H 0.187 2.149 8.759
H -0.159 0.418 9.018
H -1.894 2.262 10.043
H -2.563 0.844 9.191
C -0.731 -3.028 -0.324
C -1.604 -3.036 0.911
O -2.039 -4.419 1.009
S -0.892 -5.376 0.497
O -0.142 -5.869 1.606
O -1.448 -6.300 -0.424
O -0.021 -4.293 -0.242
H -1.316 -3.029 -1.243
H -0.014 -2.213 -0.342
H -2.475 -2.396 0.826
H -1.046 -2.782 1.808
C 4.244 0.470 -2.703
C 4.083 1.757 -3.488
O 2.828 2.277 -3.042
S 2.585 1.912 -1.506
O 2.971 2.994 -0.681
O 1.324 1.287 -1.393
O 3.738 0.796 -1.405
H 3.639 -0.332 -3.125
H 5.279 0.154 -2.620
H 4.038 1.599 -4.562
H 4.873 2.473 -3.252
C 6.877 -4.114 -3.368
C 8.193 -3.525 -3.842
O 7.826 -2.761 -5.004
S 6.373 -2.140 -4.800
O 6.473 -0.804 -4.336
O 5.594 -2.455 -5.942
O 5.936 -3.052 -3.579
H 6.577 -4.974 -3.968
H 6.878 -4.380 -2.315
H 8.920 -4.278 -4.131
H 8.626 -2.853 -3.100
C -5.103 6.999 -4.684
C -6.582 7.327 -4.766
O -7.204 6.272 -4.032
S -6.243 5.815 -2.809
O -6.675 6.471 -1.630
O -6.141 4.407 -2.891
O -4.930 6.524 -3.351
H -4.824 6.208 -5.382
H -4.461 7.864 -4.832
H -6.965 7.325 -5.784
H -6.809 8.282 -4.285
C 0.633 -3.265 -5.057
C 2.020 -2.823 -5.479
O 2.495 -2.081 -4.349
S 1.926 -2.714 -2.996
O 2.891 -3.589 -2.437
O 1.348 -1.669 -2.238
O 0.782 -3.600 -3.668
H -0.094 -2.456 -5.147
H 0.282 -4.142 -5.594
H 2.017 -2.174 -6.350
H 2.688 -3.669 -5.652
C -1.653 -7.484 4.973
C -0.299 -6.982 4.523
O 0.199 -6.285 5.685
S -0.297 -7.000 7.009
O 0.701 -7.878 7.504
O -0.869 -6.020 7.860
O -1.443 -7.882 6.341
H -2.406 -6.695 4.950
H -1.999 -8.343 4.406
H -0.356 -6.304 3.678
H 0.380 -7.803 4.290
*
```

Values from the calculation:
- E_HOMO (eV) = -2.8
- LUMO (eV) = 1.42
- E_tot (eV) = -192203.1247

Partial charges, Mulliken, in e: number 1, N, carries -0.920; number 2, P, carries 0.564; number 3, P, carries 0.756; number 4, F, carries -0.507; number 5, H, carries 0.206; number 6, H, carries -0.134; number 7, H, carries -0.054; number 8, H, carries -0.059; number 9, H, carries -0.033; number 10, H, carries -0.324; number 11, H, carries -0.375; number 12, C, carries -0.347; number 13, C, carries -0.051; number 14, O, carries -0.379; number 15, S, carries 1.105; number 16, O, carries -0.459; number 17, O, carries -0.578; number 18, O, carries -0.384; number 19, H, carries 0.282; number 20, H, carries 0.286; number 21, H, carries 0.342; number 22, H, carries 0.068; number 23, C, carries -0.339; number 24, C, carries -0.347; number 25, O, carries -0.310; number 26, S, carries 1.222; number 27, O, carries -0.565; number 28, O, carries -0.507; number 29, O, carries -0.298; number 30, H, carries 0.288; number 31, H, carries 0.301; number 32, H, carries 0.303; number 33, H, carries 0.296; number 34, C, carries -0.213; number 35, C, carries -0.251; number 36, O, carries -0.352; number 37, S, carries 1.032; number 38, O, carries -0.605; number 39, O, carries -0.600; number 40, O, carries -0.194; number 41, H, carries 0.204; number 42, H, carries 0.258; number 43, H, carries 0.316; number 44, H, carries 0.333; number 45, C, carries 0.743; number 46, C, carries -0.413; number 47, O, carries -0.347; number 48, S, carries 0.874; number 49, O, carries -0.598; number 50, O, carries -0.146; number 51, O, carries -0.340; number 52, H, carries -0.598; number 53, H, carries 0.285; number 54, H, carries 0.304; number 55, H, carries 0.329; number 56, C, carries -0.293; number 57, C, carries -0.402; number 58, O, carries -0.315; number 59, S, carries 1.120; number 60, O, carries -0.560; number 61, O, carries -0.576; number 62, O, carries -0.183; number 63, H, carries 0.286; number 64, H, carries 0.315; number 65, H, carries 0.309; number 66, H, carries 0.290; number 67, C, carries -0.331; number 68, C, carries -0.360; number 69, O, carries -0.327; number 70, S, carries 1.056; number 71, O, carries -0.546; number 72, O, carries -0.513; number 73, O, carries -0.196; number 74, H, carries 0.273; number 75, H, carries 0.302; number 76, H, carries 0.300; number 77, H, carries 0.282; number 78, C, carries -0.372; number 79, C, carries -0.389; number 80, O, carries -0.328; number 81, S, carries 0.948; number 82, O, carries -0.600; number 83, O, carries -0.260; number 84, O, carries -0.300; number 85, H, carries 0.304; number 86, H, carries 0.308; number 87, H, carries 0.360; number 88, H, carries 0.263; number 89, C, carries -0.296; number 90, C, carries -0.027; number 91, O, carries -0.293; number 92, S, carries 1.114; number 93, O, carries -0.558; number 94, O, carries -0.538; number 95, O, carries -0.326; number 96, H, carries 0.310; number 97, H, carries 0.296; number 98, H, carries 0.175; number 99, H, carries 0.206

=====

Entry 3:
Here is a cluster of 8 separate species, C16H39FO10 in total from OMol25. Energies are from ωB97M-V/def2-TZVPD.

Structure (ORCA input):
```
! wB97M-V def2-TZVPD RIJCOSX def2/J DEFGRID3
* xyz 0 1
O -2.614 -3.625 4.700
C -1.733 -3.484 3.932
O -1.480 -2.389 3.209
C -0.150 -2.435 2.706
C 0.173 -3.952 2.782
F 1.369 -4.108 3.442
O -0.829 -4.448 3.626
H -0.201 -2.075 1.679
H 0.510 -1.816 3.307
H 0.197 -4.456 1.820
C 3.052 -0.192 0.102
C 3.790 -0.962 1.209
C 3.096 -0.573 2.508
O 1.821 -0.077 2.082
C 2.071 0.680 0.908
H 2.574 -0.770 -0.688
H 3.769 0.437 -0.439
H 4.870 -0.849 1.257
H 3.557 -2.003 0.958
H 3.585 0.286 2.982
H 3.116 -1.394 3.223
H 2.582 1.616 1.165
H 1.130 0.866 0.397
C -2.489 1.534 2.917
C -1.397 2.584 2.713
C -0.376 2.263 3.780
O -1.089 1.669 4.848
C -2.400 1.309 4.458
H -2.282 0.602 2.387
H -3.466 1.900 2.610
H -1.883 3.549 2.869
H -0.914 2.519 1.735
H 0.242 3.132 4.014
H 0.291 1.483 3.381
H -3.166 1.888 4.979
H -2.564 0.255 4.689
C 1.274 1.103 -4.804
O 1.966 0.749 -3.618
H 0.255 0.706 -4.769
H 1.166 2.194 -4.838
H 1.785 0.809 -5.715
H 1.463 1.061 -2.861
C -1.503 0.107 -0.490
O -0.627 0.095 -1.592
H -2.172 0.964 -0.612
H -2.130 -0.778 -0.357
H -1.015 0.322 0.469
H -0.188 -0.777 -1.628
C 0.696 -2.302 -3.681
O 0.187 -2.454 -2.336
H 1.747 -2.021 -3.650
H 0.534 -3.166 -4.330
H 0.085 -1.498 -4.093
H 0.539 -3.291 -2.010
C -3.466 -0.031 -4.390
O -2.608 0.381 -5.449
H -2.937 -0.274 -3.462
H -4.311 0.637 -4.277
H -3.807 -1.044 -4.649
H -2.361 -0.374 -5.982
C 0.696 3.560 -2.306
O -0.094 2.934 -1.306
H 0.785 4.608 -2.029
H 1.649 3.138 -2.628
H 0.064 3.587 -3.206
H -0.435 2.095 -1.650
*
```

Values from the calculation:
- E_HOMO (eV) = -9.1
- LUMO (eV) = -0.06
- E_tot (eV) = -40413.5390
- SMILES = O=C1OC[C@@H](F)O1.C1CCOC1.C1CCOC1.CO.CO.CO.CO.CO

Partial charges, natural (NBO), in e: number 1, O, carries -0.551; number 2, C, carries 0.973; number 3, O, carries -0.489; number 4, C, carries -0.125; number 5, C, carries 0.440; number 6, F, carries -0.343; number 7, O, carries -0.494; number 8, H, carries 0.202; number 9, H, carries 0.228; number 10, H, carries 0.157; number 11, C, carries -0.423; number 12, C, carries -0.441; number 13, C, carries -0.080; number 14, O, carries -0.551; number 15, C, carries -0.082; number 16, H, carries 0.205; number 17, H, carries 0.212; number 18, H, carries 0.219; number 19, H, carries 0.201; number 20, H, carries 0.166; number 21, H, carries 0.201; number 22, H, carries 0.165; number 23, H, carries 0.210; number 24, C, carries -0.428; number 25, C, carries -0.435; number 26, C, carries -0.073; number 27, O, carries -0.535; number 28, C, carries -0.065; number 29, H, carries 0.195; number 30, H, carries 0.212; number 31, H, carries 0.201; number 32, H, carries 0.223; number 33, H, carries 0.182; number 34, H, carries 0.173; number 35, H, carries 0.164; number 36, H, carries 0.185; number 37, C, carries -0.255; number 38, O, carries -0.739; number 39, H, carries 0.173; number 40, H, carries 0.164; number 41, H, carries 0.184; number 42, H, carries 0.475; number 43, C, carries -0.267; number 44, O, carries -0.777; number 45, H, carries 0.187; number 46, H, carries 0.175; number 47, H, carries 0.165; number 48, H, carries 0.509; number 49, C, carries -0.259; number 50, O, carries -0.753; number 51, H, carries 0.191; number 52, H, carries 0.171; number 53, H, carries 0.190; number 54, H, carries 0.476; number 55, C, carries -0.251; number 56, O, carries -0.732; number 57, H, carries 0.173; number 58, H, carries 0.185; number 59, H, carries 0.159; number 60, H, carries 0.468; number 61, C, carries -0.265; number 62, O, carries -0.741; number 63, H, carries 0.187; number 64, H, carries 0.165; number 65, H, carries 0.162; number 66, H, carries 0.485

=====

Q: E_tot of number 1 (C16H39CrN3O7)?
A: -64444.2036 eV

=====

Q: The lowest E_tot belongs to which entry?
A: C16H39FNO32P2S8